[1]
Computed, not measured: 5 unconnected molecules or ions with the total composition C22H44F4O9PS4, with ωB97M-V/def2-TZVPD.

* E: -105447.149 eV
* net charge: +1
* LUMO: -2.37 eV
* Kohn-Sham gap: 9.215 eV
* HOMO: -11.59 eV

XYZ file:
```
84
C22H44F4O9PS4 | OMol25 | ωB97M-V/def2-TZVPD
F 6.819 -2.889 0.158
C 5.815 -1.950 0.117
C 6.157 -0.880 1.156
P 5.674 0.790 0.694
C 4.084 1.297 1.364
C 3.055 1.078 0.271
O 3.083 -0.287 -0.115
C 1.943 -1.032 0.235
C 1.963 -1.460 1.692
F 3.233 -1.754 2.109
F 1.484 -0.490 2.528
F 1.207 -2.574 1.878
H 4.887 -2.445 0.364
H 5.763 -1.562 -0.895
H 5.667 -1.104 2.097
H 7.227 -0.896 1.331
H 6.637 1.660 1.202
H 5.678 0.978 -0.689
H 4.111 2.345 1.644
H 3.902 0.714 2.261
H 3.364 1.668 -0.586
H 2.071 1.422 0.568
H 1.922 -1.913 -0.392
H 1.039 -0.472 0.037
C -0.747 -6.021 2.778
C 0.416 -5.963 1.777
C 0.529 -7.345 1.122
S -1.127 -8.049 1.156
O -1.118 -9.204 2.012
O -1.653 -8.116 -0.181
C -1.899 -6.693 2.037
H -1.027 -5.030 3.133
H -0.463 -6.620 3.644
H 0.204 -5.210 1.015
H 1.351 -5.683 2.262
H 0.860 -7.296 0.089
H 1.177 -8.013 1.686
H -2.674 -7.090 2.688
H -2.337 -6.030 1.292
C -3.040 -2.201 1.456
C -3.255 -1.267 2.655
C -2.534 0.052 2.344
S -2.538 0.205 0.553
O -1.173 0.151 0.078
O -3.391 1.294 0.151
C -3.331 -1.362 0.215
H -3.686 -3.075 1.502
H -2.004 -2.549 1.435
H -4.321 -1.082 2.787
H -2.882 -1.703 3.580
H -3.037 0.919 2.764
H -1.495 0.036 2.667
H -2.926 -1.774 -0.706
H -4.396 -1.168 0.102
C -6.942 4.902 -0.562
C -6.061 3.669 -0.311
C -4.608 4.152 -0.240
S -4.675 5.847 0.347
O -4.193 6.719 -0.695
O -4.127 5.922 1.679
C -6.460 5.967 0.418
H -7.999 4.682 -0.420
H -6.807 5.253 -1.587
H -6.342 3.207 0.638
H -6.183 2.918 -1.089
H -4.009 3.570 0.449
H -4.134 4.164 -1.219
H -6.758 6.979 0.158
H -6.761 5.738 1.439
C 1.930 4.408 -4.683
C 3.074 3.941 -5.594
C 4.108 3.234 -4.705
S 3.184 2.561 -3.321
O 3.631 3.228 -2.111
O 3.177 1.119 -3.378
C 1.591 3.215 -3.792
H 1.063 4.731 -5.254
H 2.260 5.249 -4.069
H 2.688 3.242 -6.337
H 3.528 4.771 -6.130
H 4.612 2.416 -5.213
H 4.841 3.929 -4.301
H 1.030 3.475 -2.897
H 1.073 2.433 -4.346
```

[2]
Computed, not measured: a molecular structure, C44H26N11OV, with ωB97M-V/def2-TZVPD.

* E: -90183.661 eV
* net charge: -1
* multiplicity: 4
* LUMO (spin up / spin down): 1.61 / 1.06 eV
* expectation value of S²: 3.8739
* Kohn-Sham gap (spin up / spin down): 4.438 / 4.535 eV
* HOMO (spin up / spin down): -2.83 / -3.47 eV

XYZ file:
```
83
C44H26N11OV | OMol25 | ωB97M-V/def2-TZVPD
V -0.288 -0.165 0.171
C 2.089 2.571 -5.301
C 2.940 1.463 -5.309
C 2.877 0.506 -4.314
C 1.941 0.680 -3.303
C 1.553 -0.128 -2.171
N 2.081 -1.312 -1.957
C 1.590 -2.132 -1.052
C 2.097 -3.468 -0.877
C 3.156 -4.170 -1.437
C 3.378 -5.463 -1.006
C 2.554 -6.061 -0.048
C 1.494 -5.377 0.510
C 1.273 -4.072 0.094
C 0.316 -3.072 0.482
N -0.560 -3.288 1.438
C -1.388 -2.355 1.856
N -1.563 -1.103 1.335
C -2.522 -0.477 2.079
N -3.081 0.688 1.834
C -2.711 1.436 0.817
N -1.653 1.224 -0.026
C -1.624 2.261 -0.917
N -0.776 2.448 -1.904
C 0.208 1.617 -2.159
N 0.530 0.468 -1.489
C 1.076 1.792 -3.300
C 1.147 2.747 -4.305
C -2.680 3.197 -0.626
C -3.032 4.425 -1.169
C -4.078 5.114 -0.587
C -4.780 4.581 0.498
C -4.450 3.353 1.037
C -3.378 2.668 0.480
C -2.922 -1.320 3.182
C -3.748 -1.134 4.282
C -3.845 -2.161 5.202
C -3.157 -3.364 5.028
C -2.343 -3.567 3.932
C -2.218 -2.530 3.019
N 0.544 -1.906 -0.202
H 2.167 3.292 -6.104
H 3.650 1.349 -6.118
H 3.520 -0.362 -4.324
H 3.788 -3.702 -2.177
H 4.198 -6.034 -1.420
H 2.752 -7.080 0.253
H 0.849 -5.833 1.246
H 0.478 3.595 -4.305
H -2.485 4.824 -2.009
H -4.363 6.083 -0.976
H -5.593 5.154 0.925
H -4.995 2.936 1.871
H -4.277 -0.203 4.418
H -4.457 -2.033 6.084
H -3.258 -4.140 5.773
H -1.802 -4.489 3.784
O 0.350 1.331 3.733
C 0.304 1.327 2.498
N 0.673 0.301 1.721
C 1.392 -0.726 2.435
C 2.648 -1.138 1.726
C 3.297 -2.316 2.099
C 4.468 -2.663 1.457
C 4.955 -1.825 0.466
C 4.240 -0.677 0.170
N 3.121 -0.334 0.785
C -0.049 2.598 1.800
C -0.980 3.475 2.354
C -1.131 4.724 1.781
C -0.331 5.057 0.698
C 0.568 4.111 0.224
N 0.708 2.908 0.751
H 1.656 -0.321 3.429
H 0.760 -1.607 2.606
H 2.872 -2.939 2.870
H 4.986 -3.573 1.720
H 5.860 -2.072 -0.064
H 4.574 0.008 -0.599
H -1.544 3.162 3.220
H -1.860 5.423 2.170
H -0.399 6.033 0.241
H 1.211 4.331 -0.620
```

[3]
Computed, not measured: a molecular structure, C18H32MoN2O3S4, with ωB97M-V/def2-TZVPD.

* E: -73487.989 eV
* net charge: +2
* multiplicity: 3
* LUMO (spin up / spin down): -6.22 / -7.54 eV
* expectation value of S²: 2.0180
* Kohn-Sham gap (spin up / spin down): 7.740 / 6.408 eV
* HOMO (spin up / spin down): -13.96 / -13.95 eV

XYZ file:
```
60
C18H32MoN2O3S4 | OMol25 | ωB97M-V/def2-TZVPD
Mo 0.597 -0.401 0.354
C -0.273 -0.017 -3.520
C 0.964 0.788 -3.161
S 1.113 1.395 -1.458
C 0.044 2.857 -1.394
C -1.427 2.684 -1.728
S -2.137 1.309 -0.796
C -3.469 0.833 -1.934
C -4.278 -0.344 -1.389
S -3.347 -1.648 -0.564
C -2.807 -2.740 -1.906
C -1.977 -2.153 -3.041
S -0.320 -1.548 -2.572
H -0.240 -0.222 -4.591
H -1.181 0.541 -3.309
H 1.050 1.672 -3.798
H 1.866 0.203 -3.321
H 0.504 3.580 -2.070
H 0.178 3.240 -0.381
H -1.558 2.510 -2.797
H -1.934 3.621 -1.492
H -3.038 0.611 -2.911
H -4.137 1.686 -2.061
H -4.873 -0.777 -2.195
H -4.987 0.008 -0.640
H -3.696 -3.201 -2.338
H -2.263 -3.540 -1.402
H -2.510 -1.329 -3.514
H -1.842 -2.920 -3.805
O 1.962 1.268 1.256
C 1.684 1.900 2.512
C 0.204 1.800 2.732
C -0.433 2.541 3.713
C -1.776 2.310 3.958
C -2.439 1.340 3.218
C -1.741 0.664 2.241
N -0.443 0.902 1.983
H 2.912 1.152 1.140
H 2.017 2.938 2.494
H 2.208 1.375 3.316
H 0.127 3.270 4.284
H -2.294 2.870 4.725
H -3.480 1.109 3.388
H -2.224 -0.096 1.635
C 3.693 -1.512 -1.688
C 3.322 -1.798 -0.235
C 4.377 -1.261 0.727
C 3.056 -3.288 -0.014
N 2.049 -1.139 0.037
H 4.653 -1.983 -1.901
H 3.800 -0.441 -1.869
H 2.951 -1.937 -2.364
H 5.312 -1.798 0.571
H 4.079 -1.402 1.766
H 4.586 -0.204 0.545
H 3.999 -3.827 -0.119
H 2.353 -3.674 -0.751
H 2.667 -3.482 0.985
O -0.590 -2.053 0.302
O -0.279 -1.841 1.525
```

[4]
Computed, not measured: a molecular structure, C8H17N3, with ωB97M-V/def2-TZVPD.

* E: -13020.812 eV
* net charge: +2
* LUMO (spin up / spin down): -7.44 / -7.44 eV
* Kohn-Sham gap (spin up / spin down): 8.264 / 8.265 eV
* HOMO (spin up / spin down): -15.71 / -15.71 eV

XYZ file:
```
28
C8H17N3 | OMol25 | ωB97M-V/def2-TZVPD
C 1.012 2.070 0.251
C -0.082 0.349 0.068
C 2.235 0.172 -0.102
C 3.432 -0.667 -0.274
C -2.021 -0.139 1.541
C -2.104 -0.626 -1.166
C 0.864 -1.865 -0.020
C -1.544 0.269 0.053
N 0.967 -0.440 -0.125
N 2.165 1.462 0.131
N -2.126 1.632 -0.244
H 0.678 2.982 0.593
H 3.935 -0.303 -1.170
H 4.255 -0.717 0.550
H 3.028 -1.662 -0.451
H -2.595 0.763 1.799
H -2.616 -1.055 1.617
H -1.278 -0.388 2.206
H -1.589 -0.351 -2.077
H -2.173 -1.708 -0.977
H -3.136 -0.246 -1.510
H 1.213 -2.489 -0.844
H 1.436 -2.322 0.778
H -0.285 -2.125 0.039
H 3.064 1.938 0.315
H -3.165 1.401 -0.068
H -1.873 1.761 -1.304
H -1.698 2.305 0.391
```

[5]
Computed, not measured: a single C3H4N4O molecule, with ωB97M-V/def2-TZVPD.

* E: -11179.672 eV
* net charge: 0
* LUMO: 0.11 eV
* Kohn-Sham gap: 9.289 eV
* HOMO: -9.18 eV

XYZ file:
```
12
C3H4N4O | OMol25 | ωB97M-V/def2-TZVPD
C 0.551 0.136 -1.153
C 0.585 -0.910 0.867
C -0.662 -0.210 1.225
H -1.254 2.666 -1.391
H 0.985 0.405 -2.133
H 1.545 -2.462 1.207
H -1.370 -0.500 2.020
N -0.255 1.103 -0.620
N 0.973 -0.841 -0.386
N 0.896 -1.872 1.585
N -0.988 0.752 0.481
O -1.006 1.732 -1.701
```

[6]
Computed, not measured: a molecular structure, C34H28Cl3N3O8PSiV, with ωB97M-V/def2-TZVPD.

* E: -136995.217 eV
* net charge: -2
* multiplicity: 3
* LUMO (spin up / spin down): 3.92 / 3.92 eV
* expectation value of S²: 2.0576
* Kohn-Sham gap (spin up / spin down): 6.864 / 6.641 eV
* HOMO (spin up / spin down): -2.95 / -2.72 eV

XYZ file:
```
79
C34H28Cl3N3O8PSiV | OMol25 | ωB97M-V/def2-TZVPD
V 0.114 0.053 -0.373
C -3.142 -2.431 2.537
C -3.659 -1.143 3.114
C -4.947 -1.092 3.633
C -5.485 0.086 4.133
C -4.724 1.244 4.106
C -3.435 1.203 3.598
C -2.883 0.018 3.125
P -1.222 -0.044 2.349
C -0.298 -1.175 3.456
C 0.172 -2.281 2.747
C 0.795 -3.348 3.374
C 0.955 -3.316 4.747
C 0.476 -2.231 5.468
C -0.161 -1.158 4.853
C -0.671 -0.057 5.749
C -0.696 1.695 2.468
C -0.237 2.342 3.609
C 0.064 3.693 3.610
C -0.132 4.422 2.443
C -0.580 3.789 1.298
C -0.844 2.414 1.257
C -1.155 1.752 -0.042
H -3.965 -3.121 2.358
H -2.431 -2.912 3.214
H -2.621 -2.274 1.590
H -5.543 -1.995 3.627
H -6.493 0.098 4.524
H -5.128 2.179 4.471
H -2.846 2.112 3.569
H 0.032 -2.313 1.670
H 1.162 -4.174 2.784
H 1.452 -4.129 5.261
H 0.596 -2.210 6.545
H -0.953 -0.474 6.717
H -1.540 0.451 5.333
H 0.105 0.687 5.935
H -0.084 1.776 4.522
H 0.458 4.160 4.500
H 0.082 5.483 2.423
H -0.701 4.357 0.382
H -1.156 2.484 -0.856
H -2.133 1.258 -0.020
C -1.230 1.969 -4.315
C -1.673 0.662 -3.770
N -1.421 0.182 -2.570
C -2.068 -1.030 -2.510
C -2.731 -1.278 -3.680
N -2.462 -0.187 -4.471
C -3.630 -2.336 -4.190
O -3.916 -3.323 -3.364
O -4.080 -2.256 -5.317
C -1.914 -1.915 -1.328
O -2.626 -2.926 -1.202
O -1.016 -1.541 -0.514
H -0.738 2.531 -3.527
H -2.081 2.526 -4.710
H -0.493 1.826 -5.103
H -2.795 -0.094 -5.420
H -3.437 -3.199 -2.472
O 4.715 3.195 3.667
C 4.866 2.023 3.288
O 5.714 1.181 3.607
C 3.801 1.534 2.280
C 3.067 2.436 1.523
C 2.096 1.979 0.658
N 1.824 0.672 0.544
C 2.617 -0.221 1.155
C 3.596 0.176 2.040
C 2.551 -1.655 0.617
O 3.076 -2.563 1.219
O 1.940 -1.815 -0.550
H 3.256 3.493 1.639
H 1.522 2.645 0.026
H 4.220 -0.561 2.521
Cl 1.379 -1.802 -3.539
Si 1.854 -0.496 -1.923
Cl 3.958 -0.281 -1.983
Cl 1.764 1.611 -3.208
```

Look up the E of the second one.
-90183.661 eV

Please write out number 3 again, unchanged.
Computed, not measured: a molecular structure, C18H32MoN2O3S4, with ωB97M-V/def2-TZVPD.

* E: -73487.989 eV
* net charge: +2
* multiplicity: 3
* LUMO (spin up / spin down): -6.22 / -7.54 eV
* expectation value of S²: 2.0180
* Kohn-Sham gap (spin up / spin down): 7.740 / 6.408 eV
* HOMO (spin up / spin down): -13.96 / -13.95 eV

XYZ file:
```
60
C18H32MoN2O3S4 | OMol25 | ωB97M-V/def2-TZVPD
Mo 0.597 -0.401 0.354
C -0.273 -0.017 -3.520
C 0.964 0.788 -3.161
S 1.113 1.395 -1.458
C 0.044 2.857 -1.394
C -1.427 2.684 -1.728
S -2.137 1.309 -0.796
C -3.469 0.833 -1.934
C -4.278 -0.344 -1.389
S -3.347 -1.648 -0.564
C -2.807 -2.740 -1.906
C -1.977 -2.153 -3.041
S -0.320 -1.548 -2.572
H -0.240 -0.222 -4.591
H -1.181 0.541 -3.309
H 1.050 1.672 -3.798
H 1.866 0.203 -3.321
H 0.504 3.580 -2.070
H 0.178 3.240 -0.381
H -1.558 2.510 -2.797
H -1.934 3.621 -1.492
H -3.038 0.611 -2.911
H -4.137 1.686 -2.061
H -4.873 -0.777 -2.195
H -4.987 0.008 -0.640
H -3.696 -3.201 -2.338
H -2.263 -3.540 -1.402
H -2.510 -1.329 -3.514
H -1.842 -2.920 -3.805
O 1.962 1.268 1.256
C 1.684 1.900 2.512
C 0.204 1.800 2.732
C -0.433 2.541 3.713
C -1.776 2.310 3.958
C -2.439 1.340 3.218
C -1.741 0.664 2.241
N -0.443 0.902 1.983
H 2.912 1.152 1.140
H 2.017 2.938 2.494
H 2.208 1.375 3.316
H 0.127 3.270 4.284
H -2.294 2.870 4.725
H -3.480 1.109 3.388
H -2.224 -0.096 1.635
C 3.693 -1.512 -1.688
C 3.322 -1.798 -0.235
C 4.377 -1.261 0.727
C 3.056 -3.288 -0.014
N 2.049 -1.139 0.037
H 4.653 -1.983 -1.901
H 3.800 -0.441 -1.869
H 2.951 -1.937 -2.364
H 5.312 -1.798 0.571
H 4.079 -1.402 1.766
H 4.586 -0.204 0.545
H 3.999 -3.827 -0.119
H 2.353 -3.674 -0.751
H 2.667 -3.482 0.985
O -0.590 -2.053 0.302
O -0.279 -1.841 1.525
```

What is the formula in the second record?
C44H26N11OV

The lowest net charge belongs to which entry?
C34H28Cl3N3O8PSiV